1.
A 6-piece molecular cluster, C4H23N2O5 overall at a distorted geometry. Source: the OMol25 dataset; level of theory: ωB97M-V/def2-TZVPD.

ΔE to the lowest compared entry with this formula, charge and spin	1.232	eV
M	179.24	Da

Structure (ORCA input):
```
! wB97M-V def2-TZVPD RIJCOSX def2/J DEFGRID3
* xyz 1 1
C -0.10840 -0.04698 -1.13683
C -0.64914 1.37088 -1.32222
C 0.29189 2.32693 -0.60289
C 1.46356 2.72854 1.48421
N 0.30167 2.08991 0.89055
N -0.67000 -0.52096 0.15201
H 0.97806 -0.05299 -1.14255
H -0.33932 -0.69565 -1.97790
H -0.71706 1.68181 -2.36700
H -1.67576 1.54955 -1.00767
H 0.09890 3.39383 -0.74090
H 1.30177 2.17885 -0.94856
H 1.81098 2.11160 2.32379
H 1.30663 3.71813 1.87728
H 2.38200 2.69550 0.90245
H -0.57941 2.45429 1.16896
H -1.69855 -0.50891 0.22559
H -0.34642 -1.41419 0.53454
H -0.37968 0.21505 0.81320
H -1.95746 -3.07707 2.52538
H -3.27662 -2.75428 1.73041
O -2.48532 -2.38740 2.12738
H -0.79112 -0.33625 -4.21755
H 0.69355 -0.62583 -4.67255
O 0.04696 -0.73967 -3.98195
H 4.33142 -0.52630 0.13808
H 4.36865 -1.80298 0.85255
O 3.79205 -1.05183 0.68600
H 1.58079 -3.16092 0.71605
H 1.93185 -1.62075 0.72498
O 1.40616 -2.32145 0.30966
H -3.27130 -0.41935 1.92107
H -4.11346 0.18505 0.66074
O -3.26859 -0.01408 1.05245
*
```



2.
A 7-piece molecular cluster, C4H23N2O7 overall at a distorted geometry. Source: the OMol25 dataset; level of theory: ωB97M-V/def2-TZVPD.

ΔE to the lowest compared entry with this formula, charge and spin	1.847	eV
M	211.24	Da

Structure (ORCA input):
```
! wB97M-V def2-TZVPD RIJCOSX def2/J DEFGRID3
* xyz 1 1
C 0.28860 -2.43221 -0.80810
C -0.90061 -2.81792 0.13676
C -1.42828 -1.66765 1.09459
C -0.24644 -0.93471 1.71875
N -0.32476 -0.87596 3.06706
O 0.68906 -0.49507 1.06690
N 0.15795 -1.09188 -1.44094
H 0.35387 -3.16419 -1.59890
H 1.23841 -2.50237 -0.20651
H -0.66354 -3.65909 0.75029
H -1.75510 -3.24488 -0.36339
H -1.95905 -2.31384 1.82131
H -2.24456 -1.11276 0.60945
H 0.36790 -0.28209 3.49463
H -1.04232 -1.27845 3.62984
H -0.25675 -0.40964 -0.81535
H 1.09663 -0.73562 -1.68256
H -0.54165 -1.18685 -2.26400
H -2.79429 2.60293 -0.78958
H -1.37539 2.18831 -0.37546
O -2.16938 1.85513 -0.79713
H 1.77170 1.36156 -1.78735
H 0.65557 2.15932 -2.45712
O 0.87736 1.27862 -2.14059
H 2.31483 -0.04861 0.49358
H 3.69657 -0.25791 -0.45583
O 2.79839 0.06646 -0.33929
H 1.87237 2.39121 0.11096
H 2.74348 1.56836 1.16259
O 2.09242 2.24418 1.02392
H -1.21800 3.01751 2.21817
H 0.23050 2.79565 1.59021
O -0.71710 2.82882 1.42025
H -1.31886 0.54911 -3.77111
H -1.72433 0.56453 -2.26981
O -1.60795 -0.04227 -3.00987
*
```



3.
A 8-piece molecular cluster, C4H23NO10 overall at a distorted geometry. Source: the OMol25 dataset; level of theory: ωB97M-V/def2-TZVPD.

structure (SMILES)	O=C[C@H](CO)NCO.O.O.O.O.O.O.O
ΔE to the lowest compared entry with this formula, charge and spin	5.581	eV
M	245.23	Da

Structure (ORCA input):
```
! wB97M-V def2-TZVPD RIJCOSX def2/J DEFGRID3
* xyz 0 1
O -1.78843 -1.84410 0.19683
C -1.44128 -0.97668 -0.56215
C -1.28261 0.50558 -0.20043
C -0.22038 1.00075 -1.25943
O -1.01855 1.75763 -2.19845
N -0.61497 0.74649 1.09340
C -1.18567 0.34980 2.33748
O -1.19076 -1.06319 2.59947
H -1.05351 -1.13034 -1.53908
H -2.26607 0.99503 -0.23333
H 0.58998 1.52072 -0.95448
H 0.13906 0.12094 -1.75832
H -1.00764 2.76377 -1.88970
H 0.38572 0.48025 1.05898
H -0.49371 0.57130 3.11863
H -2.15028 0.84286 2.59931
H -1.72218 -1.42761 1.76612
O 1.11192 -1.38824 1.45880
H 1.70364 -1.53542 2.09404
H 0.27642 -1.64572 1.57296
O 3.89818 -1.20496 1.88214
H 4.05568 -2.03633 1.79768
H 4.65214 -0.70522 1.88790
O 1.85569 -0.97705 -1.05767
H 2.57372 -0.46520 -1.20988
H 1.63924 -0.96796 -0.12090
O -2.01338 3.49351 0.37046
H -2.93886 3.66400 0.66404
H -1.64364 2.86060 1.06806
O 0.36303 -3.38252 -1.83215
H -0.04418 -3.28623 -0.97471
H 0.73725 -2.46663 -1.91104
O 4.10612 0.14712 -1.50185
H 3.92455 0.59326 -2.32641
H 4.29744 -0.76402 -1.83442
O -4.11963 1.40881 -1.03955
H -3.66819 2.16435 -1.18651
H -4.44589 1.28064 -1.97584
*
```



4.
A 9-piece molecular cluster, C4H23NO11 overall at a distorted geometry. Source: the OMol25 dataset; level of theory: ωB97M-V/def2-TZVPD.

structure (SMILES)	N[C@H](C=O)CC(=O)O.O.O.O.O.O.O.O.O
ΔE to the lowest compared entry with this formula, charge and spin	2.690	eV
M	261.22	Da

Structure (ORCA input):
```
! wB97M-V def2-TZVPD RIJCOSX def2/J DEFGRID3
* xyz 0 1
N -0.26948 0.17746 -0.70323
C 0.85557 -0.72606 -0.63829
C 0.51103 -1.14179 -2.12809
O -0.38690 -1.82912 -2.59548
C 0.77531 -2.00264 0.21282
C 2.10982 -2.19625 0.87450
O 2.53632 -1.46261 1.72797
O 2.82743 -3.36736 0.69837
H -1.07592 0.09210 -0.16089
H 0.10978 1.14770 -0.65253
H 1.64024 -0.15255 -0.09479
H 1.00107 -0.41984 -2.82983
H 0.69852 -2.80443 -0.55422
H -0.07888 -1.99616 0.86853
H 2.15124 -3.95115 0.19811
O -2.93746 2.01102 1.79932
H -2.55191 2.86979 1.85386
H -3.52130 1.80966 1.10340
O -1.89252 -0.47574 1.86959
H -1.58733 -1.08939 2.51785
H -2.55644 0.12540 2.41259
O 1.91672 2.24933 -0.27915
H 2.11111 2.63775 -1.14747
H 1.84966 2.95177 0.41814
O 2.79473 -2.27104 -2.31201
H 3.23056 -3.09634 -2.36652
H 3.34706 -1.58596 -2.65136
O -2.89205 -0.57694 -2.16008
H -3.22187 -0.86026 -3.00571
H -1.94729 -0.80529 -2.17240
O 0.23056 0.65777 2.76747
H -0.53894 0.63633 2.16844
H 1.07028 0.21098 2.50189
O 1.03958 3.29442 1.81701
H 0.37132 2.61996 1.50919
H 1.09954 3.14952 2.75849
O -3.20471 2.24294 -0.91449
H -3.06387 1.31049 -1.22324
H -2.55061 2.61653 -1.48775
*
```



5.
A 9-piece molecular cluster, C4H24N2O10 overall at a distorted geometry. Source: the OMol25 dataset; level of theory: ωB97M-V/def2-TZVPD.

structure (SMILES)	NC(=O)NCCC=O.O.O.O.O.O.O.O.O
ΔE to the lowest compared entry with this formula, charge and spin	3.505	eV
M	260.24	Da

Structure (ORCA input):
```
! wB97M-V def2-TZVPD RIJCOSX def2/J DEFGRID3
* xyz 0 1
N -0.87913 0.05083 2.46617
C -1.57257 0.70348 1.40498
O -2.79014 0.68842 1.55557
N -0.73031 1.11153 0.32654
C 0.36688 2.08844 0.58837
C 1.44996 1.86836 -0.51180
C 2.41958 0.69738 -0.36319
O 2.83415 -0.07247 -1.18525
H 0.07396 -0.10417 2.43681
H -1.47615 -0.38425 3.16006
H -1.25947 1.23984 -0.56942
H 0.85157 1.81512 1.55650
H -0.01271 3.08891 0.47231
H 2.02172 2.78762 -0.33259
H 1.08332 1.90449 -1.62779
H 2.85579 0.62979 0.68268
O 0.40646 -0.46180 -2.43470
H 1.21008 -0.81278 -2.44704
H 0.40138 0.37479 -2.98033
O 1.07048 -2.20190 0.68075
H 1.30679 -1.93131 -0.18699
H 0.49447 -2.94730 0.66244
O 3.53107 -2.24529 2.61207
H 4.24459 -1.73393 2.41184
H 2.96116 -2.43917 1.88661
O -0.85971 2.13734 -3.77911
H -0.90514 2.42941 -4.63380
H -1.67068 2.28101 -3.44906
O 1.96356 0.29727 4.02783
H 2.85407 -0.05021 4.04268
H 1.71143 0.25173 4.94631
O -1.77488 -2.00489 -2.93976
H -1.32632 -1.48041 -2.34599
H -1.25368 -2.26983 -3.70295
O -3.06094 1.33633 -1.54097
H -3.58975 1.14328 -0.77330
H -3.18821 0.74031 -2.36550
O -3.40486 -3.14659 0.88150
H -3.57335 -2.84271 0.04486
H -2.78444 -2.53665 1.32266
*
```



6.
A 7-piece molecular cluster, C4H24NO7 overall at a distorted geometry. Source: the OMol25 dataset; level of theory: ωB97M-V/def2-TZVPD.

ΔE to the lowest compared entry with this formula, charge and spin	0.273	eV
M	198.24	Da

Structure (ORCA input):
```
! wB97M-V def2-TZVPD RIJCOSX def2/J DEFGRID3
* xyz 2 2
O -0.99333 0.12953 -1.85380
C -0.11569 -0.61361 -1.05759
C -0.00593 -0.11746 0.44878
N 1.01341 0.95581 0.68421
C 2.42141 0.44989 1.01716
C 2.53578 -0.70777 1.95830
H -1.91163 0.00098 -1.48984
H -0.54762 -1.61956 -1.08723
H 0.84328 -0.68103 -1.57112
H -1.03089 0.05433 0.84236
H 0.42151 -0.99498 1.02006
H 0.68219 1.54683 1.51235
H 1.01781 1.56348 -0.15648
H 2.89177 0.26844 0.01751
H 2.82352 1.46781 1.37352
H 3.49843 -0.67163 2.51226
H 1.72256 -0.58060 2.67020
H 2.58113 -1.72839 1.57963
H 0.06063 3.08600 -2.68485
H -0.58472 1.72398 -2.05051
O -0.29332 2.63328 -1.91384
H -2.56959 3.52303 -0.03413
H -1.28459 2.99804 -0.51563
O -1.94927 2.79731 0.16966
H 0.05965 -2.39279 -2.65634
H 0.45094 -3.91016 -3.26133
O 0.03710 -3.04858 -3.34012
H 0.07757 2.61322 3.51025
H -0.39525 3.22793 2.17042
O 0.36771 2.83592 2.60801
H 0.16041 -3.76060 1.03361
H -1.19858 -3.38861 0.57055
O -0.31570 -2.99114 0.64669
H -3.27277 -2.28366 -0.94230
H -3.97697 -1.05444 -0.59622
O -3.22095 -1.33081 -1.13423
*
```